(1)
Formula: C23H39Cl2CrN6O5P2
Source: the Open Molecules 2025 dataset
Level of theory: ωB97M-V with the def2-TZVPD basis set

CARTESIAN COORDINATES (ANGSTROEM)
Cr (0.229, -1.228, 0.011)
C (0.000, -0.607, 3.583)
N (-0.347, 0.736, 3.148)
C (-1.573, 1.265, 3.726)
P (0.257, 1.395, 1.760)
O (0.876, 0.251, 0.901)
O (-0.760, 2.194, 1.016)
P (-1.621, 1.267, -1.380)
O (-1.161, -0.111, -0.924)
N (-3.205, 1.456, -0.863)
C (-4.074, 2.405, -1.554)
C (-3.512, 1.346, 0.561)
N (-1.654, 1.304, -3.033)
C (-1.516, 2.562, -3.749)
C (-1.626, 0.108, -3.864)
N (1.599, 2.262, 2.219)
C (1.509, 3.109, 3.403)
C (2.334, 2.896, 1.132)
H (-0.029, -0.653, 4.674)
H (1.004, -0.870, 3.256)
H (-0.704, -1.356, 3.200)
H (-1.513, 1.211, 4.815)
H (-2.457, 0.698, 3.409)
H (-1.713, 2.304, 3.437)
H (-3.891, 2.380, -2.624)
H (-3.942, 3.426, -1.184)
H (-5.109, 2.110, -1.377)
H (-2.809, 0.680, 1.049)
H (-4.526, 0.949, 0.658)
H (-3.454, 2.314, 1.062)
H (-1.515, 3.400, -3.053)
H (-2.344, 2.697, -4.450)
H (-0.588, 2.594, -4.327)
H (-1.868, -0.769, -3.269)
H (-0.638, -0.036, -4.309)
H (-2.363, 0.204, -4.664)
H (1.059, 2.557, 4.224)
H (0.928, 4.022, 3.221)
H (2.517, 3.402, 3.699)
H (2.432, 2.200, 0.300)
H (3.336, 3.153, 1.479)
H (1.840, 3.807, 0.775)
Cl (2.691, -4.800, 2.322)
C (0.988, -4.597, 2.207)
C (0.135, -5.531, 2.834)
C (-1.221, -5.403, 2.771)
Cl (-2.239, -6.564, 3.549)
C (-1.806, -4.317, 2.069)
C (-3.183, -4.059, 1.943)
C (-3.611, -2.966, 1.232)
C (-2.671, -2.117, 0.638)
N (-1.370, -2.327, 0.744)
C (-0.930, -3.411, 1.449)
C (0.475, -3.528, 1.506)
O (1.187, -2.606, 0.889)
H (0.575, -6.359, 3.371)
H (-3.894, -4.730, 2.408)
H (-4.663, -2.751, 1.120)
H (-2.969, -1.260, 0.051)
O (1.804, -1.130, -1.239)
C (2.301, -0.947, -2.354)
C (3.589, -1.605, -2.726)
C (4.641, -0.459, -2.741)
C (4.335, 0.748, -1.824)
C (3.380, 1.808, -2.406)
C (1.916, 1.379, -2.508)
N (1.856, 0.050, -3.165)
H (3.524, -2.086, -3.704)
H (3.818, -2.361, -1.980)
H (4.772, -0.096, -3.764)
H (5.596, -0.892, -2.446)
H (5.283, 1.250, -1.625)
H (3.970, 0.399, -0.853)
H (3.737, 2.089, -3.403)
H (3.433, 2.714, -1.797)
H (1.329, 2.087, -3.087)
H (1.456, 1.281, -1.525)
H (2.354, 0.066, -4.048)

Values from the calculation:
⟨S²⟩: 6.024
Charge: +1
Spin multiplicity: 5
HOMO (spin up / spin down): -10.44 / -10.55 eV

---

(2)
Formula: C23H39F3N2O19S3
Source: the Open Molecules 2025 dataset
Level of theory: ωB97M-V with the def2-TZVPD basis set

CARTESIAN COORDINATES (ANGSTROEM)
C (9.351, 5.204, 1.530)
N (9.297, 3.760, 1.209)
O (8.982, 3.365, 0.115)
O (9.419, 3.012, 2.154)
H (10.239, 5.670, 1.118)
H (9.324, 5.198, 2.618)
H (8.412, 5.671, 1.236)
C (4.688, 6.611, 2.905)
N (5.812, 6.323, 1.966)
O (5.877, 5.210, 1.463)
O (6.455, 7.275, 1.569)
H (5.029, 7.347, 3.621)
H (4.384, 5.672, 3.356)
H (3.919, 6.906, 2.193)
C (9.900, 1.327, -4.005)
C (8.855, 1.043, -5.113)
C (7.768, 2.112, -5.064)
S (7.495, 2.206, -3.219)
O (6.393, 1.407, -2.738)
O (7.604, 3.587, -2.782)
C (9.042, 1.386, -2.746)
H (10.489, 2.231, -4.164)
H (10.615, 0.513, -3.885)
H (8.455, 0.028, -5.049)
H (9.423, 0.936, -6.043)
H (6.866, 1.853, -5.608)
H (8.161, 3.101, -5.287)
H (8.795, 0.369, -2.432)
H (9.436, 1.846, -1.839)
C (5.470, 3.765, 4.879)
C (5.915, 3.984, 6.355)
C (7.126, 3.096, 6.756)
S (7.936, 2.760, 5.182)
O (8.462, 1.414, 5.246)
O (8.786, 3.900, 4.865)
C (6.455, 2.828, 4.106)
H (5.686, 4.714, 4.385)
H (4.448, 3.416, 4.795)
H (5.072, 3.717, 6.996)
H (6.126, 5.014, 6.626)
H (7.038, 2.146, 7.274)
H (7.800, 3.724, 7.337)
H (6.011, 1.832, 4.165)
H (6.548, 3.082, 3.056)
C (14.284, 5.056, -3.638)
C (13.892, 4.988, -2.142)
C (12.392, 4.664, -2.054)
S (11.725, 5.870, -3.259)
O (11.946, 7.214, -2.816)
O (10.454, 5.459, -3.848)
C (13.035, 5.511, -4.459)
H (14.483, 4.009, -3.882)
H (15.142, 5.632, -3.971)
H (14.074, 5.993, -1.743)
H (14.537, 4.364, -1.528)
H (11.960, 4.847, -1.078)
H (12.296, 3.703, -2.559)
H (13.045, 6.167, -5.326)
H (12.637, 4.623, -4.967)
C (13.512, 5.333, 3.924)
C (12.099, 4.872, 4.369)
O (11.300, 6.016, 4.137)
C (12.013, 7.019, 3.607)
O (11.610, 8.069, 3.255)
O (13.310, 6.665, 3.487)
F (12.125, 4.539, 5.681)
H (13.902, 4.674, 3.153)
H (14.143, 5.349, 4.809)
H (11.621, 4.065, 3.814)
C (7.380, 6.363, -1.663)
C (7.418, 6.559, -3.142)
O (7.115, 7.989, -3.147)
C (7.543, 8.518, -1.998)
O (7.502, 9.664, -1.692)
O (8.046, 7.535, -1.208)
F (6.359, 5.887, -3.692)
H (8.019, 5.528, -1.377)
H (6.397, 6.290, -1.202)
H (8.287, 6.150, -3.650)
C (6.535, 0.994, 0.424)
C (6.586, -0.471, 0.033)
O (5.759, -1.142, 1.000)
C (5.082, -0.209, 1.728)
O (4.147, -0.433, 2.415)
O (5.699, 0.987, 1.605)
F (7.852, -0.962, 0.132)
H (5.949, 1.609, -0.252)
H (7.555, 1.298, 0.641)
H (6.146, -0.661, -0.948)

Values from the calculation:
SMILES: O=C1OC[C@@H](F)O1.O=C1OC[C@@H](F)O1.O=C1OC[C@@H](F)O1.C[N+](=O)[O-].C[N+](=O)[O-].O=S1(=O)CCCC1.O=S1(=O)CCCC1.O=S1(=O)CCCC1
HOMO: -10.30 eV

---

(3)
Formula: C23H39F5Ge2HfN3O6P2S4
Source: the Open Molecules 2025 dataset
Level of theory: ωB97M-V with the def2-TZVPD basis set

CARTESIAN COORDINATES (ANGSTROEM)
Hf (-1.708, 0.235, 0.370)
N (-0.665, 2.178, 4.678)
C (-0.839, 0.736, 4.220)
C (-0.690, -0.179, 5.438)
P (-2.629, 0.729, 3.606)
O (-3.362, -0.396, 4.456)
O (-3.108, 2.089, 3.947)
O (-2.684, 0.227, 2.174)
P (0.541, 0.316, 3.010)
O (1.229, 1.766, 2.940)
O (1.392, -0.739, 3.575)
O (-0.047, 0.028, 1.633)
H (-0.428, 2.222, 5.666)
H (-1.612, 2.619, 4.505)
H (0.058, 2.642, 4.120)
H (-1.436, 0.064, 6.197)
H (0.318, -0.107, 5.846)
H (-0.843, -1.215, 5.143)
H (-3.641, -1.132, 3.892)
H (1.860, 1.916, 2.214)
S (-1.315, 2.739, 0.734)
S (-3.307, 2.520, 0.258)
S (-3.307, 2.503, -1.811)
S (-2.358, 0.720, -2.156)
C (-0.276, -0.872, -4.572)
Ge (1.227, -0.198, -3.503)
C (2.161, -1.816, -2.886)
C (2.525, 0.728, -4.640)
Ge (0.466, 1.326, -1.737)
C (0.078, 3.019, -2.654)
C (0.066, 4.279, -2.058)
C (-0.270, 5.417, -2.780)
C (-0.621, 5.320, -4.117)
C (-0.637, 4.072, -4.726)
C (-0.291, 2.944, -3.999)
C (1.987, 1.531, -0.474)
C (2.558, 0.378, 0.072)
C (3.596, 0.436, 0.990)
C (4.086, 1.670, 1.400)
C (3.524, 2.832, 0.885)
C (2.486, 2.761, -0.040)
H (0.102, -1.581, -5.311)
H (-0.805, -0.076, -5.094)
H (-1.004, -1.386, -3.943)
H (2.594, -2.283, -3.773)
H (1.489, -2.546, -2.435)
H (2.974, -1.593, -2.193)
H (2.800, 0.076, -5.471)
H (3.422, 0.950, -4.061)
H (2.129, 1.662, -5.034)
H (0.277, 4.391, -1.006)
H (-0.274, 6.380, -2.285)
H (-0.890, 6.205, -4.678)
H (-0.922, 3.974, -5.766)
H (-0.334, 1.982, -4.497)
H (2.182, -0.598, -0.214)
H (4.005, -0.478, 1.401)
H (4.890, 1.725, 2.123)
H (3.897, 3.799, 1.200)
H (2.074, 3.681, -0.427)
C (-0.040, -4.587, 1.908)
C (0.265, -3.793, 0.642)
C (-0.172, -4.569, -0.594)
C (1.764, -3.475, 0.591)
N (-0.546, -2.562, 0.779)
N (-0.578, -1.693, -0.358)
H (0.520, -5.522, 1.912)
H (-1.105, -4.809, 1.968)
H (0.251, -4.017, 2.794)
H (0.353, -5.524, -0.630)
H (0.072, -4.037, -1.517)
H (-1.245, -4.762, -0.576)
H (2.346, -4.398, 0.593)
H (2.059, -2.884, 1.462)
H (2.041, -2.934, -0.315)
H (-0.137, -2.016, 1.529)
H (-1.174, -2.118, -1.067)
H (0.346, -1.538, -0.765)
F (-3.558, -1.983, -1.268)
C (-3.510, -1.375, -0.011)
F (-4.618, -0.548, 0.053)
C (-3.910, -2.569, 0.903)
F (-5.202, -2.894, 0.776)
F (-3.711, -2.313, 2.222)
F (-3.203, -3.668, 0.618)

Values from the calculation:
⟨S²⟩: 0.756
Spin multiplicity: 2
HOMO (spin up / spin down): -6.59 / -7.76 eV

---

(4)
Formula: C23H39N2O10P2
Source: the Open Molecules 2025 dataset
Level of theory: ωB97M-V with the def2-TZVPD basis set

CARTESIAN COORDINATES (ANGSTROEM)
C (0.676, 1.491, 1.808)
C (0.149, 0.707, 0.593)
C (1.223, 0.799, -0.521)
C (-0.077, -0.761, 1.015)
C (-1.534, -1.189, 1.302)
C (-1.553, -2.728, 1.421)
C (-1.283, -3.497, 0.108)
C (-0.362, -4.706, 0.349)
C (1.114, -4.307, 0.387)
N (2.019, -5.292, -0.193)
C (1.764, -6.511, -0.774)
C (2.974, -7.068, -1.144)
C (3.997, -6.163, -0.786)
C (3.368, -5.077, -0.203)
P (-2.236, -0.555, 2.935)
P (-1.407, -1.660, 4.612)
O (-1.934, -1.032, 5.821)
O (-1.890, -3.193, 4.514)
O (0.210, -1.667, 4.644)
C (-2.518, -0.712, 0.196)
C (-1.986, 0.437, -0.679)
C (-3.173, 1.293, -1.143)
C (-1.326, -0.122, -1.948)
N (-1.096, 1.337, 0.088)
O (-1.772, 1.939, 1.012)
H (0.282, 1.106, 2.740)
H (0.481, 2.554, 1.718)
H (1.749, 1.369, 1.861)
H (1.165, -0.100, -1.138)
H (0.998, 1.623, -1.185)
H (2.238, 0.850, -0.157)
H (0.323, -1.394, 0.228)
H (0.541, -0.953, 1.891)
H (-0.791, -3.018, 2.142)
H (-2.546, -3.010, 1.764)
H (-2.228, -3.866, -0.279)
H (-0.839, -2.867, -0.657)
H (-0.551, -5.466, -0.398)
H (-0.644, -5.113, 1.318)
H (1.410, -4.190, 1.429)
H (1.264, -3.356, -0.116)
H (0.774, -6.903, -0.882)
H (3.106, -8.025, -1.613)
H (5.053, -6.290, -0.921)
H (3.821, -4.183, 0.182)
H (-1.667, 0.704, 3.166)
H (-1.147, -3.757, 4.265)
H (0.581, -2.049, 3.837)
H (-3.429, -0.372, 0.680)
H (-2.806, -1.532, -0.456)
H (-3.726, 0.719, -1.884)
H (-3.865, 1.519, -0.342)
H (-2.799, 2.184, -1.638)
H (-0.700, -0.976, -1.706)
H (-2.074, -0.428, -2.665)
H (-0.667, 0.623, -2.385)
C (4.520, 4.871, -1.285)
C (3.046, 4.703, -1.591)
O (2.769, 3.410, -1.033)
C (3.689, 3.158, -0.071)
O (3.639, 2.253, 0.699)
O (4.677, 4.079, -0.101)
H (4.806, 5.901, -1.092)
H (5.160, 4.460, -2.067)
H (2.422, 5.442, -1.088)
H (2.821, 4.713, -2.653)
C (-3.119, 6.679, -2.301)
C (-2.940, 5.292, -1.721)
O (-1.698, 4.875, -2.296)
C (-0.992, 5.981, -2.626)
O (0.146, 5.980, -2.961)
O (-1.762, 7.090, -2.512)
H (-3.626, 7.366, -1.629)
H (-3.638, 6.669, -3.261)
H (-2.835, 5.306, -0.635)
H (-3.739, 4.606, -1.990)

Values from the calculation:
⟨S²⟩: 0.754
Spin multiplicity: 2
HOMO (spin up / spin down): -8.33 / -8.33 eV

---

(5)
Formula: C23H39N4O13P
Source: the Open Molecules 2025 dataset
Level of theory: ωB97M-V with the def2-TZVPD basis set

CARTESIAN COORDINATES (ANGSTROEM)
C (-0.287, -1.561, 1.911)
C (-0.169, -2.809, 1.151)
N (-0.081, -3.796, 0.578)
H (-0.055, -1.747, 2.960)
H (-1.330, -1.243, 1.908)
H (0.297, -0.826, 1.357)
C (0.936, -5.078, 3.776)
C (2.344, -4.929, 4.235)
N (3.496, -4.908, 4.550)
H (0.989, -5.308, 2.712)
H (0.329, -4.193, 3.968)
H (0.384, -5.913, 4.207)
C (1.086, 1.638, 2.243)
C (0.106, 1.057, 3.126)
N (-0.675, 0.588, 3.861)
H (2.083, 1.282, 2.501)
H (1.053, 2.722, 2.353)
H (0.779, 1.097, 1.348)
C (-3.075, 2.002, 1.384)
C (-4.171, 2.351, 0.446)
N (-5.095, 2.534, -0.298)
H (-2.205, 2.546, 1.016)
H (-2.941, 0.922, 1.436)
H (-3.393, 2.467, 2.318)
C (2.621, 0.469, -1.200)
C (2.319, 2.024, -1.388)
O (1.309, 2.286, -2.335)
P (-0.324, 2.053, -2.021)
O (-0.632, 0.685, -1.492)
O (-1.229, 2.565, -3.315)
C (-2.621, 2.543, -3.247)
C (-3.061, 3.457, -4.370)
O (-0.575, 3.241, -0.907)
C (-0.686, 4.595, -1.301)
C (0.660, 5.150, -1.706)
H (2.873, 0.035, -2.167)
H (3.377, 0.343, -0.424)
H (1.847, -0.084, -0.668)
H (1.961, 2.296, -0.395)
H (3.295, 2.494, -1.506)
H (-3.041, 1.547, -3.387)
H (-3.099, 2.896, -2.333)
H (-2.854, 2.825, -5.234)
H (-4.143, 3.580, -4.321)
H (-2.553, 4.415, -4.485)
H (-1.375, 4.852, -2.106)
H (-1.009, 5.137, -0.413)
H (0.871, 4.765, -2.704)
H (0.556, 6.235, -1.683)
H (1.426, 4.983, -0.949)
C (-3.722, -0.969, -1.687)
C (-2.929, -2.054, -1.028)
O (-3.614, -2.425, 0.166)
C (-4.765, -1.674, 0.200)
O (-5.566, -1.703, 1.098)
O (-4.841, -0.899, -0.884)
H (-4.104, -1.285, -2.658)
H (-3.216, -0.008, -1.789)
H (-1.945, -1.641, -0.809)
H (-2.744, -2.893, -1.699)
C (0.232, -2.284, -2.668)
C (0.238, -3.773, -2.739)
O (0.922, -4.022, -3.922)
C (1.631, -2.948, -4.314)
O (2.403, -3.002, -5.238)
O (1.404, -1.923, -3.478)
H (0.401, -1.937, -1.649)
H (-0.775, -1.895, -2.821)
H (-0.813, -4.024, -2.879)
H (0.750, -4.182, -1.868)
C (4.714, -0.423, 3.377)
C (5.345, -1.094, 4.567)
O (4.239, -1.141, 5.460)
C (3.139, -1.320, 4.648)
O (2.016, -1.538, 5.049)
O (3.388, -1.025, 3.339)
H (5.343, -0.454, 2.488)
H (4.685, 0.656, 3.531)
H (6.063, -0.372, 4.956)
H (5.808, -2.034, 4.265)

Values from the calculation:
⟨S²⟩: 0.757
Charge: +1
Spin multiplicity: 2
HOMO (spin up / spin down): -13.04 / -13.04 eV

---

(6)
Formula: C23H40BaNO3P2
Source: the Open Molecules 2025 dataset
Level of theory: ωB97M-V with the def2-TZVPD basis set

CARTESIAN COORDINATES (ANGSTROEM)
Ba (1.409, -1.387, -0.395)
P (-1.443, -2.619, -0.007)
C (-1.436, -3.275, -1.754)
C (-1.242, -2.267, -2.875)
N (-0.417, -1.202, -2.720)
C (-0.340, -0.276, -3.710)
C (-1.019, -0.442, -4.922)
C (-1.769, -1.589, -5.131)
C (-1.890, -2.502, -4.093)
C (0.423, 1.013, -3.519)
P (1.780, 1.067, -2.243)
H (-2.499, -3.397, -4.209)
H (-0.970, 0.325, -5.692)
H (-2.269, -1.766, -6.082)
H (0.872, 1.299, -4.484)
H (-0.273, 1.819, -3.205)
H (-0.642, -4.050, -1.826)
H (-2.429, -3.734, -1.866)
H (4.163, -3.101, -1.664)
O (3.189, -3.201, -1.528)
H (2.983, -4.004, -2.051)
H (4.874, -0.288, -0.371)
O (4.953, -1.130, -0.868)
H (5.925, -1.170, -1.006)
C (3.142, 0.682, -3.389)
H (3.249, 1.495, -4.113)
H (4.085, 0.558, -2.845)
H (2.902, -0.260, -3.901)
C (1.984, 2.871, -2.157)
H (2.764, 3.111, -1.424)
H (2.275, 3.280, -3.127)
H (1.032, 3.302, -1.828)
C (-3.217, -2.254, 0.167)
H (-3.764, -3.213, 0.163)
H (-3.412, -1.743, 1.129)
H (-3.549, -1.628, -0.677)
C (-1.484, -4.264, 0.807)
H (-1.452, -4.100, 1.895)
H (-2.436, -4.740, 0.532)
H (-0.629, -4.865, 0.458)
C (3.246, 1.928, 2.598)
C (2.069, 1.020, 2.189)
C (2.412, -0.460, 2.440)
C (0.772, 1.380, 2.897)
C (0.792, 1.788, 4.212)
C (-0.381, 2.139, 4.869)
C (-1.583, 2.220, 4.163)
C (-1.664, 1.798, 2.841)
C (-2.978, 1.945, 2.085)
C (-4.076, 1.100, 2.738)
C (-3.426, 3.413, 2.060)
C (-0.507, 1.169, 2.237)
O (-0.599, 0.443, 1.182)
H (3.510, 1.942, 3.666)
H (3.025, 2.959, 2.299)
H (4.143, 1.643, 2.034)
H (1.868, 1.233, 1.113)
H (2.725, -0.583, 3.489)
H (1.525, -1.111, 2.320)
H (3.238, -0.827, 1.799)
H (1.745, 1.881, 4.745)
H (-0.336, 2.400, 5.925)
H (-2.461, 2.608, 4.695)
H (-2.815, 1.600, 1.058)
H (-4.231, 1.428, 3.773)
H (-5.016, 1.221, 2.188)
H (-3.808, 0.037, 2.750)
H (-2.672, 4.043, 1.572)
H (-4.371, 3.507, 1.515)
H (-3.569, 3.781, 3.084)

Values from the calculation:
Charge: +1
HOMO (spin up / spin down): -8.03 / -8.03 eV